A structure of composition C38H59CoGeN5Si2 at a distorted geometry, computed with ωB97M-V with the def2-TZVPD basis set.

## Properties
Energy, Ha: -5795.108726
Lowest unoccupied orbital energy (alpha / beta), eV: -7.581 / -7.581
Multiplicity: 4
⟨S²⟩: 3.760
Total charge: +2
Kohn-Sham gap (alpha / beta), eV: 1.8 / 1.8

Each line ends with the Mulliken charge.
Element x y z (Å)
Co: -1.70197 -0.66801 3.07993  -0.576
C: -4.29461 -1.38550 3.03071  -0.875
N: -3.66494 -0.04427 3.19480  0.339
C: -3.93782 0.98825 2.13248  -1.383
C: -2.62979 1.40235 1.49009  0.661
C: -2.59517 2.41783 0.58642  -0.934
C: -1.42866 2.66140 -0.14770  -0.876
C: -0.28571 1.94581 0.14114  -0.315
C: -0.35233 0.97153 1.11051  -0.184
N: -1.50258 0.68446 1.78885  0.689
C: -3.80992 0.55037 4.56669  -1.014
C: -2.45963 0.72961 5.26979  0.730
C: -2.35646 1.38769 6.52085  -0.985
C: -1.11946 1.57655 7.11145  -0.354
C: -0.00577 1.16105 6.41835  -1.017
C: -0.17237 0.58302 5.16017  0.099
N: -1.34969 0.42656 4.57478  0.466
C: -3.51444 -2.33510 2.09942  0.685
C: -4.10520 -3.33519 1.30716  -1.079
C: -3.33774 -4.19126 0.52380  -0.204
C: -1.97851 -4.14791 0.66242  -0.808
C: -1.40164 -3.18329 1.51638  0.211
N: -2.14014 -2.30055 2.17807  0.234
H: -4.40484 -1.86825 4.05171  0.429
H: -5.36987 -1.25236 2.63639  0.373
H: -4.54261 0.59240 1.28478  0.491
H: -4.39559 1.88605 2.59923  0.467
H: -3.50686 2.94576 0.36564  0.513
H: -1.39945 3.37117 -0.97243  0.497
H: 0.63242 2.23318 -0.34103  0.447
H: 0.50604 0.31719 1.33550  0.431
H: -4.23786 1.58836 4.42942  0.383
H: -4.38691 -0.10881 5.15807  0.553
H: -3.27818 1.64643 7.05274  0.447
H: -1.08220 2.05965 8.07668  0.459
H: 0.97187 1.34255 6.78325  0.553
H: 0.61448 0.06059 4.56632  0.471
H: -5.18046 -3.46079 1.28719  0.470
H: -3.72247 -4.86785 -0.21597  0.527
H: -1.30311 -4.80617 0.12907  0.451
H: -0.29052 -3.20152 1.57732  0.458
C: 3.34941 3.33307 2.40606  -0.800
Si: 4.71063 2.05054 2.34736  0.078
C: 5.21244 1.42438 4.10277  -1.094
C: 6.34910 2.79374 1.57164  -1.209
C: 4.19331 0.53727 1.35717  1.201
C: 3.95837 -0.60682 2.20881  -1.096
C: 5.05436 -1.43746 2.59487  -0.358
C: 4.85283 -2.57546 3.36202  -0.599
C: 3.61356 -2.85432 3.88277  -1.010
C: 2.53731 -1.99757 3.51751  -0.185
N: 2.68063 -0.88171 2.83618  0.597
Si: 3.97919 0.42436 -0.48537  -0.018
C: 4.11282 2.16447 -1.22133  -0.800
C: 2.27906 -0.20560 -1.08437  -0.638
C: 5.13954 -0.96368 -1.13709  -1.148
H: 3.33003 3.84273 1.38481  0.270
H: 3.28986 4.07859 3.21141  0.455
H: 2.40887 2.77943 2.44118  0.064
H: 5.26360 2.27254 4.76242  0.474
H: 6.16413 0.90588 4.21944  0.313
H: 4.37721 0.76779 4.44011  0.235
H: 6.83070 3.26419 2.46504  0.388
H: 6.20091 3.57895 0.81278  0.352
H: 6.97029 2.00754 1.13959  0.351
H: 6.05854 -1.14741 2.24093  0.499
H: 5.68109 -3.24112 3.60507  0.435
H: 3.38881 -3.68673 4.49837  0.458
H: 1.56979 -2.16297 3.94434  0.440
H: 3.24198 2.74619 -0.76475  0.079
H: 4.02889 2.26015 -2.30738  0.442
H: 5.03263 2.71683 -0.91398  0.218
H: 2.19474 -0.73230 -2.06332  0.400
H: 1.65533 0.71070 -1.13444  -0.100
H: 1.77801 -0.85904 -0.36665  0.151
H: 6.21929 -0.71573 -1.09204  0.313
H: 4.87662 -1.14467 -2.20859  0.309
H: 5.00943 -1.88921 -0.58324  0.378
C: -1.84667 1.22830 -9.06554  -1.060
C: -0.71625 0.27443 -8.78665  -0.111
C: 0.20301 0.90412 -7.66105  -0.727
C: -0.52666 0.92041 -6.30838  -0.860
Ge: -0.84251 -0.90057 -5.42062  0.308
C: -2.85032 -0.60961 -5.40917  -0.845
C: -3.77100 -1.59277 -4.77096  -0.666
C: -3.65325 -1.75354 -3.27233  -0.080
C: -4.80150 -2.50876 -2.59878  -1.013
H: -1.49095 2.26305 -9.03883  0.289
H: -2.67279 1.12861 -8.34853  0.217
H: -2.28361 1.11351 -10.10825  0.325
H: -0.14687 0.03934 -9.73695  0.336
H: -1.18213 -0.69444 -8.44772  0.100
H: 0.56339 1.86053 -7.95201  0.454
H: 1.14346 0.31980 -7.62163  0.277
H: -1.51338 1.36009 -6.38507  0.381
H: 0.05888 1.52930 -5.52344  0.380
H: -0.79516 -1.80941 -6.69470  0.014
H: -2.97489 -0.48716 -6.53419  0.250
H: -2.90587 0.40339 -4.99141  0.433
H: -3.60653 -2.58247 -5.24188  0.305
H: -4.80868 -1.30511 -4.97397  0.347
H: -3.57988 -0.74221 -2.82509  0.204
H: -2.64779 -2.18735 -3.05929  0.226
H: -5.76747 -1.94874 -2.73787  0.359
H: -4.72288 -2.64375 -1.53177  0.061
H: -4.93435 -3.50951 -3.06446  0.323